[1]
Below is a cluster of 9 separate species, C25H51Br8N5O3 in total at a distorted geometry, with properties calculated with the ωB97M-V functional and the def2-TZVPD basis.

Output
energy relative to the best compared isomer or geometry (same formula, charge and spin): 0.0 kcal/mol
highest occupied orbital energy: -9.19 eV

Atoms and positions in Å:
C: 2.5110 -5.9521 -1.1436
N: 2.6641 -4.6559 -1.8126
C: 1.5051 -3.8271 -1.9748
C: 3.8830 -4.2104 -2.2092
O: 4.0447 -3.1261 -2.7500
H: 3.2539 -6.0751 -0.3530
H: 2.5854 -6.8566 -1.7489
H: 1.5255 -5.9114 -0.6849
H: 1.5403 -3.3423 -2.9524
H: 0.5870 -4.4132 -1.9577
H: 1.3586 -3.0434 -1.2283
H: 4.6862 -4.9309 -1.9790
C: -0.2154 1.4764 4.3108
N: 0.2582 1.5037 5.6855
C: -0.4547 0.6587 6.6051
C: 1.3435 2.2275 6.0800
O: 1.8171 2.2501 7.1940
H: -0.0546 0.5108 3.8355
H: 0.2756 2.2529 3.7257
H: -1.2682 1.7634 4.3217
H: -0.4689 -0.3807 6.2719
H: -0.0568 0.7841 7.6120
H: -1.5130 0.8878 6.7965
H: 1.7345 2.8314 5.2379
C: 3.0814 3.7819 -4.5710
N: 3.5421 3.5610 -3.2073
C: 2.4208 3.4784 -2.2879
C: 4.8243 3.4498 -2.8065
O: 5.1386 3.0976 -1.6768
H: 2.6870 4.7668 -4.8063
H: 2.4144 2.9572 -4.8340
H: 3.8640 3.5226 -5.2936
H: 1.9546 4.4480 -2.1251
H: 1.7317 2.6859 -2.5782
H: 2.7905 3.1398 -1.3148
H: 5.6109 3.7067 -3.5304
Br: 3.8967 0.5690 -5.8171
C: 3.7039 -0.5712 -4.2392
C: 2.2928 -0.5410 -3.6721
Br: 0.9145 -1.0578 -5.0112
H: 4.3802 -0.1720 -3.4852
H: 4.0103 -1.5994 -4.4139
H: 2.0355 0.4964 -3.4803
H: 2.1904 -1.2466 -2.8602
Br: -5.3037 2.2215 -1.6813
C: -5.7169 0.4772 -2.3877
C: -4.3810 -0.2141 -2.6996
Br: -4.7539 -1.8996 -3.6304
H: -6.4080 0.6035 -3.2083
H: -6.1027 -0.1453 -1.5826
H: -3.7545 -0.4167 -1.8398
H: -3.8431 0.4157 -3.4072
Br: 2.9861 2.7061 1.9121
C: 4.5268 2.1058 0.8519
C: 4.1342 0.9156 0.0023
Br: 3.9809 -0.7129 1.1179
H: 5.2785 1.8163 1.5855
H: 4.9295 2.9531 0.3037
H: 4.9491 0.8028 -0.7112
H: 3.1746 1.1602 -0.4410
Br: 0.7648 -0.3419 -0.5294
C: -0.3317 1.1281 -1.2551
C: -1.5609 1.4545 -0.4351
Br: -1.0172 2.6100 1.0378
H: -0.8572 0.5230 -2.0081
H: 0.2717 1.8736 -1.7488
H: -2.1246 0.5958 -0.0914
H: -2.1551 2.0764 -1.1047
C: -8.0686 0.6872 0.9462
C: -7.5039 2.0119 1.4399
C: -6.1973 1.8746 2.2129
C: -5.2003 1.0017 1.5723
N: -4.4129 0.3252 1.0864
H: -9.0751 0.7176 0.5345
H: -8.0687 -0.1443 1.6615
H: -7.4026 0.2823 0.1768
H: -8.2461 2.4565 2.1018
H: -7.3037 2.5841 0.5356
H: -6.3982 1.4334 3.1926
H: -5.7026 2.8345 2.3646
C: 1.3557 -3.4518 3.1054
C: 0.3981 -2.3792 2.5433
C: -1.0099 -2.9031 2.2736
C: -0.9572 -3.9637 1.2573
N: -0.9364 -4.7161 0.3930
H: 0.9420 -3.9726 3.9719
H: 2.3540 -3.0881 3.3398
H: 1.5072 -4.2164 2.3353
H: 0.9072 -2.0428 1.6432
H: 0.4014 -1.5723 3.2760
H: -1.6742 -2.1286 1.8877
H: -1.4198 -3.2337 3.2281

[2]
Below is a structure of composition C30H51CrN8O3P, with properties calculated with the ωB97M-V functional and the def2-TZVPD basis.

Output
2S+1: 4
total charge: +1
energy relative to the best compared isomer or geometry (same formula, charge and spin): 23.9 kcal/mol
highest occupied orbital energy (spin up / spin down): -10.08 / -10.08 eV
⟨S²⟩: 3.77

Atoms and positions in Å:
Cr: 1.3871 0.3495 -1.9768
N: 1.0944 -1.3590 -3.1788
C: 2.0623 -1.3701 -4.2971
C: 2.2648 0.0535 -4.7885
N: 2.4750 0.9938 -3.6635
C: 3.8781 1.2023 -3.2229
C: 4.3330 0.0523 -2.3447
N: 3.2692 -0.2026 -1.3520
H: 1.1103 -2.2404 -2.6756
H: 0.1433 -1.2464 -3.5266
H: 1.7191 -2.0009 -5.1197
H: 2.9892 -1.7996 -3.9229
H: 1.3637 0.3846 -5.3086
H: 3.0948 0.0994 -5.4990
H: 2.1160 1.8979 -3.9536
H: 3.8718 2.1206 -2.6336
H: 4.5372 1.3447 -4.0831
H: 5.2621 0.3287 -1.8414
H: 4.5347 -0.8474 -2.9263
H: 3.4529 0.4600 -0.5342
H: 3.3572 -1.1392 -0.9667
O: 1.4347 2.1782 -1.2966
N: 0.4634 2.9455 -1.6585
N: -0.3905 2.3777 -2.3930
O: -0.2578 1.1073 -2.7417
C: -1.5769 3.0810 -2.8112
C: -1.6438 4.4567 -2.6506
C: -2.8082 5.1001 -3.0343
C: -3.8710 4.3788 -3.5636
C: -3.7752 3.0048 -3.7139
C: -2.6187 2.3375 -3.3359
H: -0.8139 5.0062 -2.2340
H: -2.8830 6.1718 -2.9168
H: -4.7749 4.8923 -3.8596
H: -4.6032 2.4434 -4.1233
H: -2.5273 1.2676 -3.4374
N: 3.6733 1.5143 0.6493
C: 3.3082 2.3534 1.3774
N: 2.9500 3.3201 2.1319
C: 2.0585 3.0830 3.0675
N: 1.2573 2.9196 3.8906
O: 0.4603 -0.4323 -0.5314
P: 0.1225 -0.7574 0.9422
C: 1.6986 -1.2157 1.7140
C: 2.2658 -2.5453 1.1939
C: 1.8271 -3.7549 2.0173
C: 2.1230 -3.5557 3.5004
C: 1.4664 -2.2859 4.0329
C: 1.9028 -1.0694 3.2278
C: -1.0831 -2.1159 0.7825
C: -2.0896 -1.8612 -0.3795
C: -3.5286 -1.7870 0.1144
C: -3.9560 -3.0898 0.7959
C: -2.8150 -3.6896 1.6338
C: -1.8102 -2.6159 2.0395
C: -0.4843 0.7301 1.7612
C: -0.9986 0.4881 3.2057
C: -2.4526 0.9153 3.3655
C: -2.6071 2.3950 3.0208
C: -1.9670 2.7425 1.6593
C: -1.5008 1.4992 0.9074
H: 2.2869 -0.3965 1.2771
H: 3.3578 -2.4715 1.2479
H: 2.0140 -2.6948 0.1358
H: 2.3300 -4.6498 1.6455
H: 0.7565 -3.9295 1.8845
H: 3.2066 -3.4797 3.6409
H: 1.7974 -4.4287 4.0680
H: 1.7285 -2.1336 5.0807
H: 0.3763 -2.3923 4.0067
H: 2.9817 -0.9339 3.3627
H: 1.4532 -0.1489 3.6031
H: -0.4206 -2.9308 0.4578
H: -2.0083 -2.6938 -1.0847
H: -1.8242 -0.9647 -0.9418
H: -4.1911 -1.5629 -0.7237
H: -3.6335 -0.9497 0.8092
H: -4.2781 -3.8117 0.0429
H: -4.8247 -2.8990 1.4276
H: -2.2876 -4.4625 1.0655
H: -3.2122 -4.1837 2.5206
H: -1.0956 -3.0179 2.7576
H: -2.3342 -1.8013 2.5396
H: 0.4236 1.3502 1.8127
H: -0.3866 1.0859 3.8835
H: -0.8625 -0.5488 3.5174
H: -2.7675 0.7376 4.3953
H: -3.1101 0.3068 2.7369
H: -2.1285 2.9813 3.8071
H: -3.6628 2.6682 3.0279
H: -1.1062 3.3993 1.8043
H: -2.6744 3.2918 1.0349
H: -1.0372 1.7832 -0.0357
H: -2.3573 0.8664 0.6585

[3]
Below is a structure of composition C26H30N5NiO2S3, with properties calculated with the ωB97M-V functional and the def2-TZVPD basis.

Output
2S+1: 3
total charge: +1
energy relative to the best compared isomer or geometry (same formula, charge and spin): 8.3 kcal/mol
highest occupied orbital energy (spin up / spin down): -10.72 / -10.66 eV
⟨S²⟩: 2.01

Atoms and positions in Å:
Ni: 1.1968 -0.2703 -0.3813
C: -3.9918 -2.4720 -1.2152
C: -3.2646 -1.7648 -0.0820
N: -2.7448 -0.4608 -0.4881
C: -3.6486 0.6758 -0.2759
C: -3.4114 1.3241 1.0814
C: -1.5242 -0.2688 -0.9957
S: -0.4954 -1.6682 -1.2120
N: -1.2138 1.0148 -1.2561
C: -0.1960 1.3933 -2.0584
O: 0.7326 0.6831 -2.5151
C: -0.1488 2.8644 -2.3287
C: 0.6789 3.3325 -3.3461
C: 0.8168 4.6947 -3.5629
C: 0.1449 5.5968 -2.7486
C: -0.6794 5.1339 -1.7311
C: -0.8371 3.7716 -1.5278
H: -4.4141 -3.4134 -0.8623
H: -3.3016 -2.6854 -2.0314
H: -4.8070 -1.8595 -1.6036
H: -2.4388 -2.3727 0.2779
H: -3.9363 -1.5863 0.7599
H: -4.6656 0.2898 -0.3465
H: -3.5017 1.3966 -1.0751
H: -3.5308 0.5988 1.8895
H: -4.1205 2.1364 1.2448
H: -2.3992 1.7296 1.1251
H: 1.2074 2.6162 -3.9620
H: 1.4479 5.0531 -4.3658
H: 0.2568 6.6610 -2.9116
H: -1.2099 5.8371 -1.1019
H: -1.4861 3.3949 -0.7487
N: 0.1524 1.2921 3.2622
C: -0.4959 0.1008 3.5599
C: -1.3270 -0.2651 4.6119
C: -1.8245 -1.5517 4.5800
C: -1.5013 -2.4404 3.5409
C: -0.6750 -2.0693 2.5009
C: -0.1702 -0.7706 2.5168
N: 0.6501 -0.1042 1.6161
C: 0.8023 1.1135 2.0937
C: 1.5632 2.1007 1.3334
C: 1.9019 3.3873 1.6073
S: 2.7440 4.0538 0.2756
C: 2.6039 2.5753 -0.5559
N: 1.9752 1.6517 0.1037
H: 0.0890 2.1525 3.7787
H: -1.5741 0.4180 5.4137
H: -2.4767 -1.8859 5.3755
H: -1.9134 -3.4404 3.5622
H: -0.4327 -2.7453 1.6924
H: 1.7035 3.9700 2.4921
H: 2.9620 2.4366 -1.5659
O: 2.8673 -1.3250 -0.6485
S: 2.9007 -2.3694 -1.7722
C: 2.2313 -3.8802 -1.0040
C: 3.4009 -4.7921 -0.6220
C: 4.6331 -3.9030 -0.4755
C: 4.5944 -2.9795 -1.6847
H: 1.5202 -4.3272 -1.6976
H: 1.6793 -3.4998 -0.1443
H: 3.5686 -5.5225 -1.4155
H: 3.1784 -5.3447 0.2893
H: 5.5558 -4.4814 -0.4513
H: 4.5796 -3.3099 0.4393
H: 4.7807 -3.5165 -2.6180
H: 5.2379 -2.1046 -1.6348

[4]
Below is the ion C21H22ClN2O2 with charge +1, with properties calculated with the ωB97M-V functional and the def2-TZVPD basis.

Output
total charge: +1
energy relative to the best compared isomer or geometry (same formula, charge and spin): 2.7 kcal/mol
highest occupied orbital energy: -10.57 eV

Atoms and positions in Å:
C: -3.7135 1.9615 0.4337
O: -2.3193 1.7949 0.5476
C: -1.7119 0.8306 -0.1734
C: -2.3462 -0.0665 -1.0130
C: -1.6116 -1.0138 -1.7283
C: -2.3082 -2.0022 -2.6198
N: -2.3198 -3.3339 -1.9531
C: -2.7961 -4.4720 -2.7654
C: -1.5702 -5.3104 -3.0783
C: -1.5680 -6.4246 -3.8970
C: -0.3632 -7.0926 -4.0775
C: 0.7774 -6.6254 -3.4408
C: 0.6747 -5.4988 -2.6402
N: -0.4742 -4.8651 -2.4696
C: -0.2375 -1.0678 -1.5834
C: 0.4146 -0.1832 -0.7364
C: -0.2991 0.7680 -0.0243
O: 0.2181 1.6726 0.8206
C: 1.6177 1.7349 1.0089
C: 1.9432 2.8476 1.9744
C: 1.0273 3.8550 2.2421
C: 1.3452 4.8780 3.1173
C: 2.5911 4.8967 3.7237
Cl: 2.9951 6.1720 4.8145
C: 3.5175 3.8978 3.4630
C: 3.1878 2.8770 2.5917
H: -3.9599 2.8050 1.0753
H: -4.2543 1.0757 0.7822
H: -4.0077 2.1922 -0.5947
H: -3.4166 -0.0253 -1.1398
H: -3.3351 -1.6928 -2.8235
H: -1.7723 -2.1149 -3.5642
H: -2.7952 -3.2529 -1.0539
H: -1.2825 -3.6603 -1.8081
H: -3.5282 -5.0693 -2.2176
H: -3.2688 -4.1199 -3.6848
H: -2.4724 -6.7614 -4.3771
H: -0.3186 -7.9662 -4.7084
H: 1.7252 -7.1227 -3.5620
H: 1.5255 -5.0855 -2.1178
H: 0.3419 -1.7891 -2.1407
H: 1.4865 -0.2405 -0.6460
H: 1.9919 0.7804 1.4058
H: 2.1171 1.9288 0.0466
H: 0.0587 3.8298 1.7692
H: 0.6318 5.6589 3.3276
H: 4.4839 3.9199 3.9407
H: 3.9076 2.0971 2.3902

[5]
Below is the ion C5H5ClNO4S with charge -1 at a distorted geometry, with properties calculated with the ωB97M-V functional and the def2-TZVPD basis.

Output
total charge: -1
highest occupied orbital energy: -5.59 eV

Atoms and positions in Å:
O: 3.6629 1.0740 -0.1866
S: 3.0478 -0.2156 -0.5864
O: 3.8401 -1.3944 -0.2774
O: 2.4711 -0.2174 -1.8716
C: 1.5453 -0.3997 0.3995
Cl: 1.9332 -0.2652 2.1246
C: 0.7826 -1.9264 0.0071
N: -0.5285 -1.8698 -0.1472
O: -1.1746 -2.9007 -0.5186
C: -1.2382 -0.7303 0.3133
C: -0.7125 0.5156 0.4545
C: 0.6728 0.7734 -0.0192
H: 1.2169 -2.7633 -0.4618
H: -2.2422 -0.8292 0.7119
H: -1.4261 1.3012 0.7110
H: 0.8496 0.5312 -1.1256
H: 1.1157 1.5535 0.4914

[6]
Below is a cluster of 3 separate species, C3H10O4 in total at a distorted geometry, with properties calculated with the ωB97M-V functional and the def2-TZVPD basis.

Output
energy relative to the best compared isomer or geometry (same formula, charge and spin): 20.7 kcal/mol
highest occupied orbital energy: -10.31 eV

Atoms and positions in Å:
C: 0.4595 -0.2426 -0.0955
C: 1.5395 -0.1540 -1.1848
C: 2.9245 0.3586 -0.7862
O: 3.8011 0.4166 -1.5890
O: 2.9798 0.8177 0.4867
H: 0.3899 -1.2399 0.3362
H: -0.5187 0.1497 -0.3499
H: 0.7541 0.2839 0.8128
H: 1.7885 -1.1660 -1.5018
H: 1.1176 0.4507 -1.9822
H: 3.7396 0.5081 0.9928
O: -5.4337 -3.3161 0.0086
H: -6.1537 -2.9698 0.5429
H: -4.6000 -3.2488 0.4807
O: -0.8772 2.7202 1.3351
H: -1.4445 3.1731 0.6941
H: -0.4664 3.4586 1.7996